Record 1
Here is one molecule with the formula C3H3NO at a distorted geometry from the Open Molecules 2025 dataset. Energies are from ωB97M-V/def2-TZVPD.

The relative energy (zero: lowest compared OMol25 entry of this formula, charge and spin) comes out at 23.0 kJ/mol. The SMILES is CC(=O)C#N. Its LUMO energy is -0.39 eV. The calculation puts the frontier orbital gap at 10.90 eV.

Last column: Löwdin charge in e.
Geometry (Å):
C -0.950 -0.195 0.171  -0.01
C 0.283 0.519 -0.311  -0.44
O 0.276 1.552 -0.932  0.12
C 1.579 -0.132 0.005  -0.12
N 2.591 -0.626 0.269  0.17
H -1.728 0.543 0.374  0.09
H -1.300 -0.856 -0.630  0.10
H -0.751 -0.804 1.056  0.09

---

Record 2
Here is a 6-piece molecular cluster, C17H22F9O22S6 overall at a distorted geometry from the Open Molecules 2025 dataset. Energies are from ωB97M-V/def2-TZVPD.

Its LUMO energy is 1.60 eV. The calculation puts the frontier orbital gap at 5.10 eV. The total charge is -1.

Last column: Löwdin charge in e.
Geometry (Å):
C 1.173 -0.986 -0.134  0.04
C 0.123 -0.444 -0.378  -0.27
C -0.957 0.423 -0.904  -0.28
S -1.325 1.783 0.171  0.69
O -1.152 1.539 1.611  -0.36
O -2.748 2.083 -0.036  -0.36
C -0.444 3.343 -0.368  -0.46
F -1.111 3.801 -1.466  0.08
F -0.551 4.331 0.548  0.11
C 1.046 3.228 -0.809  -0.34
F 1.377 4.466 -1.329  0.09
F 1.279 2.345 -1.785  0.16
C 2.078 2.959 0.338  -0.33
F 2.148 4.056 1.140  0.14
F 1.734 1.918 1.101  0.17
C 3.554 2.668 -0.123  -0.51
F 4.027 3.452 -1.096  0.17
F 4.418 2.796 0.910  0.14
F 3.648 1.387 -0.496  0.17
H 2.139 -1.409 0.080  0.02
H -1.867 -0.193 -0.960  0.05
C 1.780 -2.486 -5.428  -0.18
C 2.383 -1.454 -4.496  -0.18
O 1.435 -1.316 -3.442  -0.19
S 0.698 -2.724 -3.193  0.60
O 1.339 -3.392 -2.119  -0.22
O -0.703 -2.516 -3.243  -0.21
O 1.162 -3.443 -4.570  -0.20
H 1.007 -2.043 -6.061  0.13
H 2.529 -2.966 -6.055  0.13
H 2.551 -0.498 -4.986  0.13
H 3.322 -1.812 -4.064  0.13
C -3.592 -2.719 4.012  -0.19
C -3.286 -3.349 2.660  -0.18
O -2.746 -2.288 1.871  -0.18
S -1.927 -1.272 2.820  0.62
O -0.552 -1.611 2.759  -0.21
O -2.403 0.041 2.596  -0.23
O -2.506 -1.812 4.238  -0.20
H -4.508 -2.147 3.994  0.10
H -3.643 -3.459 4.811  0.13
H -4.162 -3.763 2.184  0.11
H -2.521 -4.126 2.751  0.13
C 3.250 5.967 -4.808  -0.16
C 3.042 4.535 -4.365  -0.16
O 2.209 3.958 -5.378  -0.18
S 2.544 4.639 -6.794  0.61
O 3.445 3.798 -7.502  -0.23
O 1.334 5.105 -7.369  -0.22
O 3.374 5.900 -6.233  -0.19
H 2.381 6.585 -4.570  0.14
H 4.140 6.411 -4.369  0.13
H 2.574 4.464 -3.389  0.11
H 3.987 3.986 -4.352  0.14
C -9.122 -2.442 3.954  -0.16
C -9.379 -3.923 3.762  -0.17
O -8.112 -4.462 3.373  -0.18
S -6.935 -3.626 4.087  0.64
O -6.520 -4.327 5.249  -0.21
O -6.018 -3.201 3.090  -0.23
O -7.823 -2.367 4.548  -0.18
H -9.091 -1.917 2.996  0.14
H -9.862 -1.973 4.599  0.14
H -10.129 -4.121 3.002  0.14
H -9.677 -4.398 4.700  0.13
C 5.561 -0.089 2.472  -0.17
C 4.916 -0.281 3.829  -0.17
O 4.135 -1.468 3.689  -0.18
S 4.855 -2.466 2.654  0.61
O 5.602 -3.428 3.388  -0.23
O 3.909 -2.827 1.662  -0.21
O 5.890 -1.405 2.022  -0.19
H 4.864 0.345 1.753  0.12
H 6.454 0.530 2.526  0.13
H 4.287 0.558 4.117  0.14
H 5.668 -0.455 4.603  0.13

---

Record 3
Here is one molecule with the formula C10H19N5O5 at a distorted geometry from the Open Molecules 2025 dataset. Energies are from ωB97M-V/def2-TZVPD.

The relative energy (zero: lowest compared OMol25 entry of this formula, charge and spin) comes out at 524.9 kJ/mol. The SMILES is [H]/N=C(\N)NCCC[C@H](N)C(=O)N[C@@H](CC(=O)O)C(=O)O. Its LUMO energy is 0.23 eV. The calculation puts the frontier orbital gap at 8.99 eV.

Last column: Löwdin charge in e.
Geometry (Å):
H -4.007 -2.737 -1.083  -0.01
N -3.039 -2.641 -1.178  0.09
C -2.426 -3.321 -0.200  -0.58
N -3.162 -3.853 0.857  0.09
N -1.088 -3.457 -0.252  0.01
C -0.286 -3.450 0.972  -0.17
C -0.454 -2.000 1.536  -0.20
C 0.042 -0.744 0.792  -0.19
C -0.679 0.544 1.111  -0.31
N -2.071 0.129 0.868  -0.05
C -0.343 1.556 0.030  -0.43
O -1.119 1.770 -0.895  0.05
N 0.951 1.963 0.011  0.16
C 1.445 3.036 -1.018  -0.19
C 2.669 3.809 -0.588  -0.06
C 3.828 2.934 -0.189  -0.49
O 4.935 3.376 -0.202  0.11
O 3.516 1.650 0.401  -0.03
C 1.519 2.528 -2.404  -0.57
O 2.536 2.638 -2.976  0.14
O 0.399 2.217 -3.061  0.10
H -4.179 -3.645 1.075  0.13
H -3.018 -4.871 1.061  0.11
H -0.783 -2.988 -1.067  0.11
H 0.818 -3.768 0.842  0.13
H -0.796 -4.228 1.682  0.13
H -1.583 -1.876 1.731  0.11
H -0.167 -1.754 2.617  0.12
H 1.059 -0.644 0.432  0.11
H -0.505 -0.924 -0.180  0.12
H -0.634 0.684 2.277  0.18
H -2.841 0.880 0.571  0.13
H -2.365 -0.676 0.168  0.10
H 1.552 1.405 0.518  0.07
H 0.614 3.841 -1.274  0.20
H 2.509 4.699 0.328  0.22
H 3.097 4.257 -1.658  0.19
H 4.412 1.108 0.744  0.22
H -0.355 2.552 -2.397  0.14

---

Record 4
Here is C25H19BaI2N7O11 as an isolated structure at a distorted geometry from the Open Molecules 2025 dataset. Energies are from ωB97M-V/def2-TZVPD.

The relative energy (zero: lowest compared OMol25 entry of this formula, charge and spin) comes out at 172.3 kJ/mol. Its LUMO energy is 3.08 eV. The calculation puts the frontier orbital gap at 6.21 eV. The total charge is -2.

Last column: Löwdin charge in e.
Geometry (Å):
Ba 0.020 0.060 -0.357  2.05
O -2.142 5.464 -1.521  0.03
C -1.043 5.787 -0.820  -0.28
C -0.657 7.127 -0.782  -0.04
C 0.443 7.524 -0.043  -0.11
C 1.180 6.590 0.676  -0.11
C 0.809 5.256 0.623  -0.04
C -0.283 4.827 -0.127  -0.07
C -0.604 3.366 -0.162  -0.47
O 0.286 2.537 0.284  -0.52
N -1.788 3.089 -0.637  0.03
N -2.138 1.768 -0.860  -0.02
C -2.497 1.056 0.133  -0.24
C -2.837 -0.337 -0.026  -0.26
C -3.739 -0.751 -1.031  -0.04
C -4.155 -2.053 -1.123  -0.10
C -3.651 -2.989 -0.198  -0.10
C -2.733 -2.622 0.746  -0.02
C -2.264 -1.277 0.849  -0.49
O -1.266 -0.957 1.608  -0.29
H -2.277 4.486 -1.356  0.06
H -1.250 7.841 -1.340  0.10
H 0.721 8.572 -0.021  0.09
H 2.029 6.895 1.273  0.09
H 1.361 4.512 1.182  0.09
H -2.411 1.428 1.161  0.14
H -4.091 -0.004 -1.731  0.12
H -4.838 -2.360 -1.904  0.10
H -3.963 -4.027 -0.257  0.10
H -2.296 -3.349 1.422  0.11
O -1.584 -0.903 -3.690  -0.01
C -0.581 -0.984 -2.975  -0.73
O 0.325 -0.121 -2.827  -0.24
C -0.458 -2.336 -2.184  -0.08
C -1.418 -3.252 -2.581  0.04
C -1.462 -4.557 -2.109  -0.17
C -0.538 -5.004 -1.188  0.06
C 0.431 -4.131 -0.766  -0.05
C 0.555 -2.747 -1.239  -0.37
O 1.420 -1.975 -0.759  -0.24
N 1.330 -4.663 0.253  -0.33
O 2.286 -4.002 0.637  0.03
O 1.081 -5.766 0.727  0.03
N -2.502 -5.455 -2.551  -0.37
O -3.345 -5.039 -3.330  0.05
O -2.520 -6.594 -2.095  0.02
H -2.153 -2.901 -3.289  0.12
H -0.576 -6.006 -0.792  0.12
I 2.713 2.072 -0.437  0.48
I 5.185 1.252 -1.086  0.03
C 4.286 -1.434 1.740  -0.05
N 3.557 -0.418 2.468  -0.10
C 4.049 0.880 2.856  -0.10
C 2.747 1.581 3.279  -0.53
O 2.718 2.708 3.732  0.02
N 1.697 0.715 3.118  0.18
C 2.212 -0.411 2.642  -0.46
N 1.494 -1.508 2.373  0.21
H 5.284 -1.055 1.527  0.07
H 3.803 -1.668 0.788  0.08
H 4.375 -2.357 2.320  0.09
H 4.530 1.416 2.035  0.05
H 4.739 0.832 3.703  0.13
H 0.483 -1.420 2.273  0.06
H 1.910 -2.207 1.767  0.06

---

Record 5
Here is a 2-piece molecular cluster, C6H11N2OS overall at a distorted geometry from the Open Molecules 2025 dataset. Energies are from ωB97M-V/def2-TZVPD.

The relative energy (zero: lowest compared OMol25 entry of this formula, charge and spin) comes out at 156.0 kJ/mol. Its LUMO energy is -3.75 eV. The calculation puts the frontier orbital gap at 9.14 eV. The total charge is +1.

Last column: Löwdin charge in e.
Geometry (Å):
C -2.470 0.969 -0.857  -0.17
C -3.696 0.417 -0.792  -0.34
C -2.045 -0.622 0.695  -0.32
C 2.887 0.242 1.184  0.08
C 1.694 -1.031 -0.635  -0.24
C 1.995 0.173 0.217  -0.35
N -1.553 0.336 -0.097  0.00
N 0.990 1.196 0.003  0.04
O 1.135 -1.981 0.215  -0.07
S -3.720 -0.851 0.357  1.12
H -2.295 1.803 -1.448  0.12
H -4.528 0.762 -1.393  0.10
H -1.537 -1.265 1.519  0.15
H 2.957 0.979 2.010  0.08
H 3.438 -0.752 1.392  0.11
H 0.997 -0.612 -1.388  0.12
H 2.544 -1.440 -1.062  0.11
H 1.228 1.803 -0.795  0.13
H 0.709 1.954 0.562  0.09
H -0.509 0.673 -0.053  0.10
H 1.779 -2.755 0.365  0.15

---

Record 6
Here is C5H11B3HfO5 as an isolated structure at a distorted geometry from the Open Molecules 2025 dataset. Energies are from ωB97M-V/def2-TZVPD.

Its LUMO energy is -21.13 eV. The calculation puts the frontier orbital gap at 4.02 eV. The total charge is +4.

Last column: Löwdin charge in e.
Geometry (Å):
C -2.469 0.159 -1.242  0.00
C -1.798 0.420 -2.573  -0.11
O -0.327 0.494 -2.478  0.10
B 0.232 1.360 -1.590  -0.73
O -0.124 2.557 -1.117  0.40
B 0.110 2.821 0.234  -0.02
O 0.864 1.833 1.010  0.37
B 1.079 0.736 0.349  -0.61
C 0.910 -0.793 0.865  -0.09
C 1.304 -0.923 2.340  -0.07
C 1.700 -2.459 2.965  0.37
O 2.515 -1.318 2.643  0.22
O 1.426 0.790 -1.021  0.22
H -3.333 -0.474 -1.403  0.12
H -2.867 1.072 -0.816  0.12
H -1.807 -0.366 -0.528  0.07
H -2.065 -0.342 -3.290  0.15
H -2.160 1.354 -2.996  0.17
H -0.333 3.770 0.755  0.16
H -0.142 -1.144 0.837  0.17
H 1.660 -1.505 0.358  0.00
H 0.767 -0.253 3.012  0.22
H 2.534 -3.206 2.955  0.24
H 1.142 -2.956 2.100  0.18
Hf 1.182 -1.626 -1.366  2.34